{
  "formula": "C28H60F18N3O4P3Zn",
  "method": "ωB97M-V/def2-TZVPD",
  "e_tot_ev": -167870.08679,
  "orbital_gap_ev": 3.32,
  "homo_ev": -7.67,
  "lumo_ev": -4.35,
  "spin_multiplicity": 1,
  "symbols": ["Zn", "C", "C", "O", "O", "H", "H", "H", "C", "C", "O", "O", "H", "H", "H", "C", "C", "C", "N", "C", "C", "C", "C", "C", "H", "H", "H", "H", "H", "H", "H", "H", "H", "H", "H", "H", "H", "H", "H", "H", "H", "H", "C", "C", "C", "N", "C", "C", "C", "C", "C", "H", "H", "H", "H", "H", "H", "H", "H", "H", "H", "H", "H", "H", "H", "H", "H", "H", "H", "C", "C", "C", "N", "C", "C", "C", "C", "C", "H", "H", "H", "H", "H", "H", "H", "H", "H", "H", "H", "H", "H", "H", "H", "H", "H", "H", "P", "F", "F", "F", "F", "F", "F", "P", "F", "F", "F", "F", "F", "F", "P", "F", "F", "F", "F", "F", "F"],
  "coordinates": [[-1.56972, -4.66848, 0.16097], [0.31418, 0.49744, -1.19092], [0.02746, -0.97476, -0.81222], [-0.21391, -1.81718, -1.68417], [-0.05962, -1.39400, 0.35090], [-0.47625, 0.84845, -1.85432], [1.18139, 0.58987, -1.84477], [0.21308, 1.23000, -0.39016], [-6.08523, -7.38644, -1.80621], [-4.81199, -6.65081, -1.39624], [-4.69847, -5.44550, -1.32110], [-3.74647, -7.27210, -1.12225], [-6.99415, -7.31993, -1.20825], [-5.96123, -8.46343, -1.91934], [-6.27549, -7.12310, -2.84667], [8.10661, -2.07769, -0.35966], [7.86565, -0.96954, 0.79316], [6.36919, -0.73850, 1.22741], [6.12008, -0.02362, 2.56395], [4.58718, -0.21116, 2.90533], [7.02930, -0.58603, 3.74400], [7.93220, 0.51960, 4.29749], [7.19490, 1.75069, 3.94187], [6.54506, 1.44177, 2.67509], [7.88984, -3.10011, -0.05018], [9.12840, -2.16920, -0.72800], [7.50524, -1.83315, -1.23524], [8.23753, -0.06496, 0.31198], [8.41180, -1.29809, 1.67739], [5.86063, -1.68794, 1.05997], [5.86579, -0.06289, 0.53586], [4.11641, 0.36785, 2.11084], [4.25259, 0.07013, 3.90385], [4.37685, -1.27123, 2.76354], [6.31622, -0.83455, 4.53004], [7.52955, -1.52613, 3.51150], [8.25202, 0.43097, 5.33574], [8.77792, 0.59787, 3.61430], [6.54354, 1.91450, 4.80036], [7.74080, 2.68288, 3.79660], [5.69415, 2.10650, 2.52615], [7.25922, 1.64898, 1.87814], [-7.09465, 6.34391, 7.99894], [-6.17676, 6.21359, 6.68985], [-6.34214, 4.74015, 6.24049], [-5.03761, 4.15440, 5.70759], [-4.21035, 3.65490, 6.97524], [-4.29861, 5.15658, 4.71899], [-3.38137, 4.36463, 3.80471], [-3.88229, 2.92472, 3.78200], [-5.05145, 2.79812, 4.82884], [-6.95184, 5.49315, 8.66518], [-8.09072, 6.12986, 7.61146], [-7.29522, 7.31306, 8.45572], [-5.18469, 6.55588, 6.98440], [-6.56316, 6.99411, 6.03440], [-7.12093, 4.58242, 5.49436], [-6.58102, 4.14022, 7.11863], [-4.67004, 2.82568, 7.51300], [-3.94132, 4.40432, 7.71962], [-3.28244, 3.25585, 6.56554], [-3.71697, 5.90559, 5.25637], [-5.11500, 5.65395, 4.19531], [-2.42352, 4.47680, 4.31269], [-3.05285, 4.71945, 2.82784], [-3.02663, 2.36820, 4.16439], [-4.16053, 2.53547, 2.80263], [-4.93246, 1.88775, 5.41635], [-6.06350, 2.82218, 4.42479], [3.51011, -0.13592, -5.85190], [2.26306, 0.25973, -6.73605], [1.68206, -1.05010, -7.42651], [0.53723, -0.91377, -8.42210], [1.05518, -0.07166, -9.52141], [-0.77405, -0.31265, -7.78833], [-1.61782, -1.44397, -7.28275], [-0.99008, -2.71018, -7.90492], [0.02486, -2.20152, -8.95257], [3.96032, 0.77787, -5.46410], [4.33548, -0.58879, -6.40122], [3.31358, -0.88275, -5.08267], [2.56656, 1.09177, -7.37142], [1.50436, 0.75802, -6.13256], [1.33303, -1.72177, -6.64220], [2.43839, -1.48846, -8.07758], [1.93440, -0.62209, -9.85623], [1.20833, 0.85572, -8.96951], [0.48592, 0.03325, -10.44501], [-1.35534, 0.25430, -8.51549], [-0.60024, 0.49448, -7.07669], [-2.61080, -1.28926, -7.70484], [-1.67544, -1.26198, -6.20959], [-1.69527, -3.39739, -8.37242], [-0.53970, -3.32849, -7.12842], [-0.35623, -1.99226, -9.95211], [0.84105, -2.89339, -9.16052], [-4.38326, -3.97546, 4.44948], [-5.39520, -5.10818, 3.77219], [-3.24568, -4.61451, 3.48354], [-4.85116, -2.85507, 3.28381], [-3.30454, -2.84638, 5.00223], [-5.60441, -3.37732, 5.46917], [-3.87777, -4.89553, 5.73671], [2.97040, -7.19540, 1.55634], [1.52256, -6.49719, 1.20207], [3.86371, -6.15598, 0.74499], [3.06671, -6.33061, 2.91340], [4.38188, -7.96971, 2.06470], [2.09434, -8.25839, 2.48025], [2.85536, -8.32750, 0.28927], [-2.81178, 5.73588, -4.79387], [-1.21273, 5.64241, -4.63938], [-2.52355, 7.30780, -5.15176], [-2.45047, 5.23439, -6.32466], [-4.43884, 5.93290, -5.09236], [-3.14299, 4.17357, -4.40197], [-2.99570, 6.01915, -3.15108]],
  "atomic_forces_ev_per_a": [[-0.14, 0.29, -0.19], [-0.91, 0.03, -0.39], [-0.88, -1.73, -0.14], [0.09, 0.15, -3.24], [0.44, 1.40, 3.15], [-0.35, -0.49, -0.18], [0.38, -0.03, 0.57], [0.81, -0.36, 0.33], [0.32, -1.02, -0.88], [-0.29, -0.82, 0.51], [-0.86, 2.42, -0.24], [0.89, -1.18, 0.26], [0.37, 0.86, 0.20], [0.63, -0.14, 0.41], [-0.31, 0.60, 0.08], [-0.87, 0.42, 0.83], [-0.32, -0.78, -0.97], [0.82, 0.72, -1.48], [0.74, -1.10, 2.76], [1.27, -0.24, -1.27], [-1.21, -0.76, 1.11], [1.44, -0.44, -2.14], [-0.77, 0.85, 2.37], [-1.40, 0.52, -2.54], [-0.48, 0.13, 0.23], [0.20, 0.72, 0.42], [-0.16, -0.07, 0.07], [0.34, 0.20, 0.71], [0.38, 0.41, -0.20], [-0.36, -0.03, 1.23], [0.16, 0.02, -0.31], [-0.37, -0.10, 0.29], [0.67, 0.40, -0.09], [0.00, 0.10, 0.00], [-0.14, -0.12, -0.09], [-0.11, 0.27, -0.45], [-0.18, -0.27, -0.23], [0.79, -0.65, 0.43], [-0.78, 0.43, -0.37], [0.41, -0.22, 0.25], [-0.20, -0.32, -0.37], [-0.08, -0.30, -0.23], [-0.89, -0.84, -1.82], [-1.29, 0.67, 2.31], [0.98, 0.16, -0.40], [2.28, -1.59, 0.74], [0.77, 0.59, -1.24], [-0.84, 0.08, 0.08], [0.71, 0.07, 0.79], [-0.08, -0.18, 1.33], [-0.44, 1.38, -0.65], [0.51, 0.52, 0.50], [-0.36, -0.16, -0.10], [1.03, -0.02, 0.13], [0.29, -0.63, -0.27], [0.11, -0.49, -0.57], [0.07, 0.22, -0.06], [-0.09, -0.05, -0.19], [-0.67, 0.18, -0.53], [-0.39, 0.51, -0.45], [0.04, 0.11, 0.00], [-0.42, -0.13, 0.32], [-0.09, -0.05, 0.08], [0.27, -0.84, 0.20], [-1.17, 0.58, -0.16], [-0.34, -0.65, -0.26], [-0.09, 0.14, 0.17], [-0.14, 0.45, 0.39], [0.21, -0.23, -0.44], [-0.33, 0.10, -0.72], [0.20, -0.93, 0.32], [0.17, 0.99, 0.11], [-2.06, 1.22, 0.28], [0.57, 0.04, 0.36], [0.40, 1.35, -0.75], [-0.26, 0.31, -0.43], [0.11, -0.38, 0.25], [0.16, -0.93, 0.43], [-0.33, -0.09, 0.43], [-0.21, -0.01, -0.66], [-0.42, 0.42, 0.26], [0.18, -0.53, -0.66], [-0.12, -0.47, 0.39], [0.20, -0.12, -0.11], [0.28, -0.31, 0.59], [0.54, 0.70, 0.14], [0.60, 0.30, -1.11], [-0.87, 0.00, 0.66], [0.60, -0.32, -0.89], [0.82, -0.45, 0.33], [-0.08, -0.13, 0.29], [-0.07, -1.26, 0.12], [-0.22, 0.33, -0.05], [0.45, 0.14, -0.09], [-0.65, 0.12, 0.28], [0.21, 0.00, 0.42], [-0.76, 0.73, 0.91], [0.50, 1.16, 1.43], [0.27, 0.49, 0.05], [0.42, -1.24, 0.93], [-0.73, -0.27, -0.48], [1.26, -0.66, -1.45], [-0.85, 0.00, -1.57], [-0.27, -3.98, 2.30], [1.04, 0.27, -0.94], [-0.67, 0.08, -0.56], [0.22, 1.23, -0.30], [-0.97, 0.50, -0.88], [0.42, -0.08, -0.78], [0.17, 2.25, 1.05], [-0.31, -0.27, 0.16], [0.66, -0.84, 1.66], [-1.17, -0.51, 0.20], [-1.60, 0.44, -0.16], [1.74, 0.14, 0.12], [0.67, 0.31, -0.40], [0.11, 0.61, -1.57]]
}